Record 1
The following is a quantum chemistry calculation of a molecular structure, C14H22ClI2O3P2Ti, from the Open Molecules 2025 dataset.

Positions of all 45 atoms, in Å:
I 4.300 3.017 -3.251
I 2.457 4.364 -4.817
Ti 0.821 0.386 -0.406
P 1.017 -1.252 -2.329
C 1.758 -0.746 -3.917
C 1.570 -2.954 -2.009
H 1.288 -3.659 -2.803
H -0.906 -2.283 -3.437
H 1.136 -3.296 -1.059
H -1.388 -1.536 -1.902
H 2.816 -0.512 -3.763
H 2.661 -2.976 -1.900
C -0.744 -1.424 -2.780
H 1.669 -1.537 -4.675
H -1.089 -0.531 -3.307
H 1.280 0.168 -4.289
P 0.930 2.478 1.025
C 1.642 4.024 0.369
C -0.845 2.897 1.108
H 1.033 1.436 3.195
H 1.127 3.213 3.373
H 2.542 2.286 2.821
C 1.449 2.358 2.763
H -1.471 2.019 1.297
H -1.045 3.636 1.891
H 1.513 4.858 1.073
H 1.179 4.282 -0.590
H -1.180 3.320 0.158
H 2.709 3.877 0.178
C 0.806 1.688 -1.851
O 0.954 2.475 -2.716
Cl -4.254 -4.137 4.479
C -3.254 -3.184 3.446
C -1.856 -3.245 3.581
C -1.056 -2.474 2.744
C -1.653 -1.658 1.792
C -3.026 -1.576 1.637
C -3.826 -2.349 2.472
C -0.765 -0.878 0.949
O 0.517 -0.971 1.096
O -1.140 -0.054 0.017
H -1.392 -3.881 4.326
H 0.023 -2.451 2.770
H -3.403 -0.910 0.866
H -4.904 -2.310 2.375

Computed properties:
2S+1 = 2
Relative energy (zero: lowest compared OMol25 entry of this formula, charge and spin) = 7.6 kcal per mole
Gap between HOMO and LUMO (spin up / spin down) = 5.138 / 5.359 eV
HOMO energy (spin up / spin down) = -0.5255 / -0.5254 Eh
Total charge = +2
<S²> = 0.755

Results of the natural (NBO) charge analysis, in e, for atoms 1 through 6:
1 I -0.0375
2 I 0.0670
3 Ti 1.3564
4 P 0.8918
5 C -0.9346
6 C -0.9348

Record 2
The following is a quantum chemistry calculation of a molecular structure, C14H22ClNPb, from the Open Molecules 2025 dataset.

Positions of all 39 atoms, in Å:
C 0.189 0.597 -4.273
C 1.574 1.155 -4.629
C -0.037 -0.757 -4.961
C -0.911 1.592 -4.671
Cl 0.116 0.349 -2.474
H 0.002 -0.639 -6.051
H -1.018 -1.171 -4.702
H 0.733 -1.480 -4.672
H 1.651 1.317 -5.711
H 2.366 0.457 -4.335
H 1.752 2.114 -4.130
H -0.892 1.764 -5.753
H -0.767 2.556 -4.172
H -1.902 1.207 -4.407
C 1.766 -1.594 3.644
C 1.147 -2.524 2.775
C 1.556 -2.238 1.448
H 0.504 -3.351 3.081
C 2.459 -1.122 1.498
C 2.559 -0.712 2.867
H 3.206 0.081 3.252
H 1.698 -1.594 4.735
H 1.300 -2.814 0.554
H 3.052 -0.733 0.664
C -2.432 0.922 3.121
C -2.249 -0.287 3.840
C -2.377 -1.370 2.933
H -2.103 -0.370 4.917
C -2.652 -0.845 1.643
C -2.715 0.587 1.757
H -3.030 1.281 0.974
H -2.451 1.927 3.551
H -2.322 -2.426 3.193
H -2.865 -1.424 0.743
Pb 0.047 0.277 1.309
N 0.700 2.154 2.908
H 0.110 2.987 2.872
H 1.684 2.438 2.851
H 0.551 1.688 3.812

Computed properties:
Gap between HOMO and LUMO (spin up / spin down) = 5.979 / 6.006 eV
HOMO energy (spin up / spin down) = -0.5819 / -0.5818 Eh
Total charge = +2

Results of the natural (NBO) charge analysis, in e, for atoms 1 through 6:
1 C 0.0628
2 C -0.6359
3 C -0.6363
4 C -0.6360
5 Cl -0.1618
6 H 0.2428

Record 3
The following is a quantum chemistry calculation of a molecular structure, C14H22F6N2O4S2Si2V, from the Open Molecules 2025 dataset.

Positions of all 53 atoms, in Å:
V -0.996 0.075 0.267
C 1.763 1.317 -2.432
Si 2.152 1.080 -0.627
C 1.834 2.575 0.453
C 3.915 0.496 -0.414
C 0.875 -0.257 0.084
C 0.770 -0.307 1.590
C 1.841 -0.417 2.467
C 1.573 -0.514 3.825
C 0.263 -0.456 4.304
C -0.766 -0.308 3.404
N -0.502 -0.256 2.091
Si 0.798 -2.087 -0.750
C 0.286 -1.900 -2.526
C 2.524 -2.753 -0.501
C -0.363 -3.084 0.339
H 2.011 2.348 -2.699
H 0.724 1.154 -2.713
H 2.390 0.669 -3.047
H 2.201 3.456 -0.079
H 2.393 2.512 1.388
H 0.786 2.767 0.695
H 4.528 1.380 -0.624
H 4.201 -0.265 -1.139
H 4.204 0.154 0.578
H 2.850 -0.466 2.091
H 2.395 -0.629 4.521
H 0.054 -0.516 5.362
H -1.805 -0.227 3.695
H 1.076 -1.457 -3.131
H -0.622 -1.314 -2.676
H 0.091 -2.901 -2.920
H 3.256 -2.289 -1.158
H 2.476 -3.817 -0.751
H 2.873 -2.681 0.530
H -1.400 -2.770 0.446
H 0.060 -3.236 1.334
H -0.400 -4.071 -0.135
F -5.702 0.173 0.793
C -4.497 -0.319 0.757
F -3.660 0.435 1.497
F -4.458 -1.555 1.212
S -3.807 -0.321 -0.959
O -2.418 -0.861 -0.685
O -4.584 -1.130 -1.805
N -3.715 1.192 -1.302
S -2.373 1.934 -1.518
O -1.538 1.860 -0.227
O -1.593 1.566 -2.647
C -2.913 3.722 -1.559
F -1.814 4.440 -1.638
F -3.565 3.977 -0.449
F -3.670 3.881 -2.613

Computed properties:
2S+1 = 2
Relative energy (zero: lowest compared OMol25 entry of this formula, charge and spin) = 0.0 kcal per mole
Gap between HOMO and LUMO (spin up / spin down) = 7.104 / 8.337 eV
HOMO energy (spin up / spin down) = -0.6117 / -0.6072 Eh
Total charge = +2
<S²> = 0.982

Results of the natural (NBO) charge analysis, in e, for atoms 1 through 6:
1 V 1.6322
2 C -1.1424
3 Si 1.6825
4 C -1.1286
5 C -1.1230
6 C -0.9298